Here is a gas-phase ion, C4H11N3 (charge +2) in a non-equilibrium geometry from the OMol25 dataset. Energies are from wB97M-V/def2-TZVPD.

Structure (XYZ):
```
18
Properties=species:S:1:pos:R:3:nbo_charge:R:1
H -0.997 -0.441 -1.569 0.449
H 1.463 -0.836 1.438 0.408
H -0.900 -2.786 0.329 0.255
H -2.196 -1.791 -0.228 0.239
H 1.719 3.799 0.811 0.481
N 1.457 3.399 -0.096 -0.696
H -1.142 -2.753 -1.545 0.263
H -0.060 -1.462 2.151 0.429
C -1.207 -2.215 -0.582 -0.435
H 0.953 4.299 -0.221 0.495
C -0.260 -0.210 0.550 0.034
H 2.249 3.218 -0.606 0.473
C 0.733 2.219 -0.004 0.123
H -1.261 -0.058 1.060 0.280
N 0.472 -0.760 1.632 -0.769
N -0.443 -0.973 -0.881 -0.542
H 0.496 -1.100 -1.374 0.448
C 0.182 1.165 0.181 0.068
```

Values from the calculation:
DFT total energy   -8775.880 eV
Structure (SMILES)   C[NH2+][C@@H](N)C#C[NH3+]
Frontier orbital gap   11.256 eV
ΔE to the lowest compared entry with this formula, charge and spin   312.8 kJ/mol
HOMO energy   -18.491 eV
Total charge   +2

---

Here is 3 unconnected molecules or ions with the total composition C2H10N4O in a non-equilibrium geometry from the OMol25 dataset. Energies are from wB97M-V/def2-TZVPD.

Structure (XYZ):
```
17
Properties=species:S:1:pos:R:3:nbo_charge:R:1
H -0.113 2.094 1.155 0.395
H -0.906 -0.417 1.327 0.115
H 2.126 0.387 -1.028 0.349
H -2.292 -1.886 0.274 0.388
H 0.066 -0.202 -1.869 0.364
N -2.365 -0.930 -0.027 -0.850
N 0.861 2.271 1.454 -1.113
H 1.753 -1.873 -1.593 0.179
H 1.359 1.385 1.484 0.361
N 0.187 -0.535 -0.914 -0.445
N 1.578 -0.116 -0.330 -0.450
C 1.266 -1.454 -0.713 -0.095
H 1.114 -2.139 0.114 0.184
H 1.309 2.865 0.758 0.342
C -1.434 -0.028 0.441 0.555
O -1.564 1.185 0.254 -0.675
H -2.945 -0.607 -0.788 0.396
```

Values from the calculation:
DFT total energy   -10241.433 eV
Structure (SMILES)   C1NN1.NC=O.N
Frontier orbital gap   9.125 eV
ΔE to the lowest compared entry with this formula, charge and spin   356.4 kJ/mol
HOMO energy   -8.493 eV

---

Here is a molecular structure, C9H18ClF2NNbO6S in a non-equilibrium geometry from the OMol25 dataset. Energies are from wB97M-V/def2-TZVPD.

Structure (XYZ):
```
39
Properties=species:S:1:pos:R:3:nbo_charge:R:1
Nb -0.799 0.901 -3.014 2.073
O -5.856 -0.466 -4.070 -0.909
O 5.573 -0.276 5.404 -0.503
H 1.993 1.454 4.072 0.187
S -5.728 0.617 -3.114 2.041
C -4.249 -1.423 -1.747 -0.405
H -4.297 -1.877 -0.719 0.209
O -7.029 1.148 -2.753 -0.921
C -2.736 -1.489 -2.167 -0.408
C -4.849 0.016 -1.602 -0.641
H -1.782 2.122 -3.946 -0.319
H -4.131 0.772 -1.199 0.290
H 2.022 -0.831 3.061 0.197
H 7.517 0.126 4.766 0.195
H -5.666 -0.055 -0.838 0.253
H -2.525 -2.571 -2.374 0.203
C 1.118 0.006 -1.100 0.820
H 7.339 -0.996 6.123 0.188
H -4.909 -2.075 -2.372 0.228
H 0.127 0.511 -4.538 -0.343
C -2.352 -0.695 -3.477 -0.920
H -1.813 -1.414 -4.154 0.237
H -3.213 -0.315 -4.070 0.229
O 3.705 0.514 4.646 -0.499
Cl -4.613 2.185 -3.891 -0.189
H 3.400 1.915 3.128 0.193
H 6.930 -1.544 4.489 0.188
H 3.381 -0.372 2.051 0.222
C 2.507 0.018 2.572 -0.650
F 0.569 2.413 -2.663 -0.634
C 4.975 0.263 4.328 0.981
N 0.444 -0.544 -1.968 -0.867
H 1.827 0.434 1.829 0.263
C 6.917 -0.690 5.167 -0.255
O 1.629 0.464 -0.171 -0.568
C 2.893 1.068 3.592 -0.070
O 5.497 0.463 3.262 -0.642
F -1.715 1.398 -1.232 -0.675
H -2.103 -1.174 -1.307 0.222
```

Values from the calculation:
DFT total energy   -53744.272 eV
Frontier orbital gap   8.658 eV
ΔE to the lowest compared entry with this formula, charge and spin   0.0 kJ/mol
HOMO energy   -6.340 eV
Total charge   -1

---

Here is a molecular structure, C44H54BMnN13SSi2 in a non-equilibrium geometry from the OMol25 dataset. Energies are from wB97M-V/def2-TZVPD.

Structure (XYZ):
```
116
Properties=species:S:1:pos:R:3:mulliken_charge:R:1
C 2.634 1.773 1.178 -0.564
C -3.907 -1.332 0.282 -0.538
N -1.890 2.125 1.012 1.300
C 0.497 4.369 1.245 -0.359
C 3.137 1.749 -3.152 -1.443
C -1.601 -3.265 -1.973 -0.332
H -1.388 -3.234 2.737 0.331
C 5.824 -2.602 -2.123 -0.841
C -0.328 1.792 4.184 -0.951
C 2.519 1.145 -2.052 -0.729
H 0.559 1.685 3.557 0.008
H 1.115 -1.977 2.472 1.061
C -2.588 1.264 1.810 -3.290
C 0.377 5.725 -0.474 -0.167
C -0.589 -1.125 4.888 -1.147
C -3.681 3.737 1.104 -1.131
C 0.468 5.724 0.903 -1.452
H 2.831 0.281 -1.489 0.522
H 1.235 -2.122 0.722 -0.500
C 4.992 -1.927 0.404 0.617
H 4.593 1.381 2.151 0.582
H -2.194 -2.477 -2.424 0.406
H -3.242 -1.078 -0.548 -0.503
C 4.020 -1.991 -0.600 0.242
H -3.188 -4.699 -1.988 0.434
C 0.504 -4.031 -1.062 -0.035
C -2.153 -4.510 -1.732 -0.812
H 0.976 -3.130 -4.094 0.460
C 3.604 1.099 1.832 -1.953
H 0.490 -1.075 4.726 0.239
C 0.156 -1.203 -3.583 0.140
H 4.282 -1.012 3.550 0.300
H -2.476 0.893 6.217 0.388
H -4.042 4.714 0.813 0.498
H -2.187 4.390 -3.864 0.507
H -4.078 -2.060 4.172 0.271
C 4.463 -2.330 -1.857 -0.743
H -0.847 2.709 3.893 0.214
N -1.423 2.146 -1.691 1.622
H 0.543 -6.066 -0.388 0.489
C 0.575 -2.193 -4.465 -0.668
H 0.775 -2.743 -6.522 0.425
C -2.029 -3.082 1.867 -0.343
H 2.648 2.782 0.811 0.694
N 0.357 4.452 -0.897 -0.186
B 0.223 3.905 -2.337 -0.509
H 4.036 1.443 -3.657 0.507
H 2.980 -1.766 -0.413 0.287
H -5.222 -1.162 3.177 0.350
N 1.324 2.854 -2.550 -0.180
Mn -0.104 1.564 -0.171 0.718
C 6.337 -2.182 0.150 0.518
H -0.005 1.908 5.223 0.500
H 7.820 -2.728 -1.326 0.406
H 1.539 -3.836 -0.804 0.200
H 0.557 3.910 2.217 0.358
C -0.275 -3.034 -1.626 0.129
C -2.688 1.818 -1.928 -0.759
H 3.749 -2.378 -2.671 0.575
H -0.878 1.139 -5.772 0.507
C -0.056 -5.282 -0.831 -0.695
N 0.433 3.609 0.159 1.094
C 2.339 2.839 -3.430 -0.388
Si -3.024 -1.474 1.955 -0.032
C -2.003 0.003 2.282 3.663
N -1.149 3.214 -2.465 0.598
H -4.248 2.660 -3.275 0.536
N 7.042 -2.010 1.324 -0.564
H -1.395 -3.122 0.978 -0.421
H 2.420 3.610 -4.177 0.523
C -1.381 -5.516 -1.160 -0.588
H -4.899 -2.861 2.834 0.378
H -1.424 -0.668 -0.945 -1.216
C -0.355 -0.003 -4.040 0.353
H -1.832 3.966 0.089 0.031
C 0.460 -1.975 -5.827 -0.767
H 6.117 -2.862 -3.131 0.423
H -1.819 -6.487 -0.970 0.404
C -2.888 0.753 5.212 -1.373
C 6.774 -2.531 -1.132 -0.758
C -0.471 0.204 -5.410 -0.806
H 0.513 6.573 1.562 0.479
C -3.249 2.675 -2.878 -1.485
H -2.722 -3.927 1.820 0.405
H -0.655 0.752 -3.329 0.036
H -0.038 -1.113 1.458 -1.069
H -0.158 -0.614 -7.366 0.390
H -4.388 -2.283 0.036 0.499
H -3.374 1.690 4.928 0.364
C -2.229 3.555 -3.185 -0.460
N -0.438 -0.420 -0.941 0.778
C 3.854 -1.270 2.583 -0.957
N 3.103 -0.170 2.035 0.603
H -4.689 -0.567 0.318 0.353
H -3.660 -0.016 5.273 0.276
S 0.427 -1.407 -1.812 0.924
N 4.969 -1.613 1.729 0.664
N 1.537 0.952 0.977 2.361
C -4.435 -1.920 3.149 -1.208
C -3.905 1.636 2.184 -0.335
H -5.451 3.110 2.167 0.446
H -3.142 0.995 -1.397 0.225
H -4.467 0.944 2.795 0.466
H 3.186 -2.121 2.699 0.427
H -0.937 -2.116 4.594 0.299
C -4.450 2.848 1.845 -1.144
Si -1.480 0.307 4.018 0.311
C -0.066 -0.777 -6.300 -0.716
C 1.000 -1.436 1.538 -0.476
C -2.433 3.319 0.712 -0.553
H 0.322 4.794 -3.138 -0.156
N 6.220 -1.671 2.239 -0.881
H -0.754 -1.026 5.964 0.468
N 1.425 1.812 -1.703 1.320
H 0.338 6.534 -1.185 0.500
C 1.847 -0.219 1.506 -0.219
```

Values from the calculation:
DFT total energy   -124465.608 eV
Frontier orbital gap (alpha / beta)   6.265 / 6.266 eV
HOMO energy (alpha / beta)   -6.036 / -6.037 eV
Spin multiplicity   2